Record 1
A structure of composition C36H51N4OOsP. Source: the OMol25 dataset; level of theory: ωB97M-V/def2-TZVPD.

XYZ file:
```
94
Properties=species:S:1:pos:R:3:lowdin_charge:R:1
C 1.85 -4.40 2.54 -0.17
H 1.72 3.67 -3.22 0.16
Os 0.20 1.66 -0.25 1.64
C -1.90 -2.28 -3.23 -0.15
H 1.65 0.22 -2.90 0.14
H -4.87 2.70 -0.29 0.14
H 0.90 -4.44 0.60 0.10
C -0.56 -0.56 3.24 -0.16
H 5.04 1.89 1.49 0.14
P 0.00 -1.76 0.73 1.01
H 3.59 -1.62 1.39 0.13
H 0.04 3.88 1.70 0.12
C -2.87 -2.65 -2.10 -0.15
C -1.50 0.57 2.82 -0.18
H 3.47 -1.58 3.77 0.13
C -4.03 2.41 -0.90 0.02
H -2.17 -3.05 3.54 0.17
H -3.32 -1.10 4.01 0.14
H 2.36 1.62 -3.69 0.16
H 2.63 -4.27 0.54 0.14
C -0.79 -1.87 2.52 -0.23
H -2.99 -3.74 -2.04 0.13
C -3.23 -1.27 2.93 -0.14
C 0.35 5.79 0.78 0.01
H 2.29 -0.53 1.82 0.07
C -4.17 2.18 -2.27 0.04
H -3.13 1.70 -4.09 0.15
H 1.75 -1.88 3.82 0.10
C 4.19 1.39 -1.76 0.05
H -3.87 -2.26 -2.30 0.13
C 5.01 1.54 -0.64 0.04
C 1.74 -3.93 1.08 -0.15
H -0.97 1.19 2.07 0.05
H -1.98 -3.01 -4.03 0.13
C 0.75 3.47 -2.76 -0.06
H 0.00 3.79 -3.49 0.16
C -2.21 -2.37 2.67 -0.14
H 0.25 6.35 1.71 0.14
H -2.25 -1.04 -0.83 0.09
H 2.11 -5.46 2.53 0.13
H 0.89 -4.34 3.06 0.11
C -0.25 -3.23 -1.61 -0.16
C -0.44 -2.23 -2.73 -0.18
H 2.58 1.95 1.65 0.13
C 1.88 1.28 -2.77 -0.08
N 0.62 2.01 -2.52 -0.22
H -3.15 -2.30 0.02 0.11
H -4.22 -1.59 2.59 0.13
H -1.67 1.23 3.67 0.14
H -2.62 2.46 0.72 0.11
H -0.66 -4.20 -1.90 0.16
O 0.04 -0.32 0.17 -0.47
C 0.60 6.44 -0.43 0.05
H -0.44 0.34 -3.24 0.10
H 3.91 -3.85 2.92 0.13
H -2.51 -3.03 1.86 0.11
C 3.07 1.78 0.70 -0.10
C 2.91 -3.62 3.31 -0.17
N 2.28 1.62 -0.38 -0.08
C -2.78 2.27 -0.34 -0.09
H -2.19 -1.32 -3.67 0.10
H 2.02 -2.18 -0.16 0.12
H -0.66 1.78 -4.21 0.16
C 0.73 5.68 -1.59 0.04
C 0.61 4.31 -1.52 -0.21
C 2.66 -2.11 3.26 -0.18
C 1.68 -2.40 0.86 -0.35
C -2.39 -2.13 -0.74 -0.17
H 0.69 7.51 -0.47 0.15
C -1.07 -2.82 -0.36 -0.30
C -2.82 0.05 2.26 -0.18
C -3.05 1.85 -3.02 0.04
C -1.82 1.75 -2.41 -0.23
C -0.57 1.42 -3.19 -0.09
H -1.26 -3.69 0.28 0.13
C 0.24 4.43 0.79 -0.08
C 4.44 1.74 0.61 0.01
H -5.14 2.27 -2.74 0.15
H 2.92 -3.95 4.35 0.13
H -0.19 -1.23 -2.35 0.06
H 6.09 1.51 -0.75 0.15
H 4.62 1.25 -2.74 0.15
H -3.62 0.78 2.39 0.13
C 2.83 1.44 -1.61 -0.22
H 0.25 -2.44 -3.55 0.13
N -1.70 1.93 -1.07 -0.07
H 0.92 6.16 -2.54 0.15
H -0.80 -0.83 4.29 0.18
H -2.73 -0.14 1.18 0.08
H 0.80 -3.42 -1.39 0.10
N 0.37 3.69 -0.35 -0.11
H -0.08 -2.65 2.84 0.11
H 0.48 -0.25 3.24 0.11
C 2.59 -1.59 1.82 -0.17
```

Calculated values
Orbital gap (spin up / spin down): 9.022 / 4.748 eV
Calculated total energy: -2127.23490 Eh
Lowest unoccupied orbital energy (spin up / spin down): -10.9254 / -15.4863 eV
HOMO level (spin up / spin down): -0.733 / -0.744 Ha
2S+1: 5
Charge: +4

***

Record 2
A structure of composition C19H26BrN6O2S2V. Source: the OMol25 dataset; level of theory: ωB97M-V/def2-TZVPD.

XYZ file:
```
57
Properties=species:S:1:pos:R:3:lowdin_charge:R:1
H 3.05 2.24 0.59 0.13
H -1.02 2.78 -0.71 0.12
H 1.33 0.56 -6.03 0.15
H -1.98 0.93 -2.20 0.08
H 1.21 0.94 -3.55 0.15
H -0.08 1.32 3.19 0.11
C 0.74 -1.50 -5.78 -0.01
H -3.19 -1.84 4.00 0.10
C -1.94 -1.25 2.33 -0.33
C 1.08 2.78 1.20 -0.10
C -2.23 -1.73 3.58 -0.29
N 2.02 0.43 1.00 -0.26
H 0.21 -3.51 -5.66 0.11
C 2.04 1.87 0.53 -0.18
C -3.07 -0.02 -0.73 -0.56
C -1.30 2.83 0.39 -0.03
H -4.76 -1.37 1.92 0.10
C 0.43 -0.80 -1.69 -0.50
O 0.10 0.41 -1.37 -0.13
Br -0.19 -3.97 -2.53 0.82
H 2.89 -0.56 -0.71 0.09
C 0.25 -2.63 -5.08 -0.04
H 1.05 3.71 0.72 0.13
V -0.14 0.01 0.45 1.16
C 0.88 -0.09 -3.96 -0.02
C 2.40 0.43 2.51 0.00
H -1.27 3.86 0.71 0.11
N -0.29 2.08 1.19 -0.29
N -2.16 -0.25 0.14 0.01
H -2.30 2.45 0.60 0.09
C -2.78 -0.76 1.24 -0.30
C -0.82 1.94 2.59 -0.01
H 1.71 0.95 3.15 0.06
H 3.48 -1.03 0.93 0.09
N 1.27 -2.65 2.71 0.15
H 2.45 -0.61 2.88 0.08
H -3.56 1.03 -2.60 0.18
N -0.62 -1.35 1.92 -0.02
C 0.25 -2.46 -3.66 -0.51
H 1.30 2.90 2.27 0.14
S -0.83 -2.35 4.30 1.19
C 0.60 -1.18 -3.07 -0.15
C 3.15 -0.24 0.28 -0.02
S -4.76 -0.40 -0.30 1.22
N -2.88 0.69 -1.88 0.19
C 0.09 -2.08 2.82 -0.59
H 1.79 -3.11 3.46 0.15
H 3.99 0.44 0.27 0.11
H 1.61 -2.62 1.72 0.15
H 3.38 0.94 2.53 0.12
H 1.80 1.84 -0.60 0.16
O 0.47 -1.59 -0.63 -0.11
C 0.96 -0.21 -5.32 -0.04
H -0.83 2.89 2.98 0.08
H -1.80 1.57 2.60 0.08
H 0.99 -1.65 -6.80 0.12
C -4.15 -1.00 1.15 -0.25
```

Calculated values
Orbital gap (spin up / spin down): 6.050 / 4.090 eV
Calculated total energy: -5532.04858 Eh
Lowest unoccupied orbital energy (spin up / spin down): -10.8862 / -12.5861 eV
HOMO level (spin up / spin down): -0.622 / -0.613 Ha
2S+1: 2
Charge: +3

***

Record 3
A structure of composition C5H14AlBClFeN. Source: the OMol25 dataset; level of theory: ωB97M-V/def2-TZVPD.

XYZ file:
```
24
Properties=species:S:1:pos:R:3:lowdin_charge:R:1
H -2.33 -0.30 -0.40 -0.02
H -2.06 -2.06 -0.32 -0.02
C 0.64 -1.16 -2.72 -0.35
H -0.73 -0.24 4.35 -0.01
C 0.35 -0.58 2.33 -0.16
B 0.27 0.08 3.72 -0.46
Fe 0.58 0.76 -2.76 -0.03
Cl -0.06 1.55 -0.86 0.33
H -1.21 1.87 -3.67 -0.04
H -0.60 0.56 -4.81 -0.02
C 1.97 1.14 -4.08 -0.32
H -0.20 -1.82 -3.10 -0.03
H 1.24 -0.10 4.40 -0.02
H -2.15 -1.22 -1.89 -0.02
H 0.13 1.26 3.54 0.00
C -1.80 -1.14 -0.85 -0.24
H 1.79 2.20 -4.41 -0.04
Al 0.14 -0.70 -0.79 -0.12
C -0.96 0.81 -3.80 -0.33
H 1.55 -1.43 -3.35 -0.05
H 1.87 0.35 -4.84 -0.04
N 0.39 -1.02 1.24 0.12
H 2.94 1.04 -3.55 -0.06
H -1.76 0.15 -3.46 -0.05
```

Calculated values
Orbital gap (spin up / spin down): 3.238 / 4.523 eV
Calculated total energy: -2244.73678 Eh
Lowest unoccupied orbital energy (spin up / spin down): 5.1605 / 5.1415 eV
HOMO level (spin up / spin down): 0.071 / 0.023 Ha
2S+1: 5
Charge: -2

***

Record 4
A structure of composition C38H39F4N11OSTi. Source: the OMol25 dataset; level of theory: ωB97M-V/def2-TZVPD.

XYZ file:
```
95
Properties=species:S:1:pos:R:3:lowdin_charge:R:1
C -1.62 2.25 -2.30 -0.36
H -4.53 -0.98 -1.60 0.12
H -2.24 -0.44 -2.26 0.08
H -4.30 1.38 -1.09 0.06
C -1.74 5.41 -3.82 0.01
S -1.15 1.67 1.66 0.65
H -3.42 1.26 -3.20 0.11
H -0.75 5.84 -3.65 0.09
C 5.44 0.31 2.79 -0.08
H -3.06 -1.49 1.65 0.08
C -0.33 -3.70 2.00 -0.23
H 3.31 4.38 -3.70 0.11
C -1.17 -2.65 -0.06 -0.20
H 4.71 0.37 -1.58 0.11
H -2.48 -2.16 -2.37 0.11
C -0.54 -2.61 1.20 -0.18
H 2.64 -2.47 1.48 0.11
O -1.15 1.53 -1.41 -0.14
H -0.59 2.48 4.20 0.06
H 1.50 -2.84 -2.46 0.10
N 3.56 -4.97 1.72 0.13
C -2.73 2.09 -3.19 0.08
H -3.51 0.12 2.19 0.05
H -2.44 5.76 -3.06 0.11
C 0.32 3.78 -2.28 -0.20
C 3.71 0.33 -1.98 -0.02
C 1.95 -3.29 -1.58 -0.13
H -0.59 -5.83 2.22 0.13
N 0.19 1.90 3.96 0.05
C 6.39 1.20 2.32 -0.10
H -4.78 -1.04 1.72 0.09
H 0.12 0.06 -3.24 0.11
F -1.81 -6.23 -0.06 0.09
H 7.34 1.31 2.83 0.10
N 1.47 1.19 2.21 0.01
Ti -0.24 0.25 -0.18 0.86
C 4.23 0.17 2.14 -0.04
F -0.12 -1.38 1.60 0.03
H 2.32 -5.21 -2.47 0.10
C -2.70 3.15 -4.05 -0.25
C 6.12 1.95 1.18 -0.08
C 2.57 4.25 -2.93 -0.07
C 3.95 0.91 0.99 -0.17
C 0.64 3.89 -0.94 0.00
C 0.30 1.56 2.62 -0.85
H -4.29 4.36 -4.81 0.09
H -3.97 -2.18 -0.45 0.12
H 4.35 0.01 -3.98 0.10
H 3.64 -5.97 1.71 0.09
C -3.72 -1.21 -0.89 -0.18
N -1.03 3.44 -2.63 0.06
H 3.94 4.58 -1.32 0.10
H 6.85 2.65 0.80 0.10
C 1.96 4.16 -0.60 -0.05
C 2.19 0.05 -3.82 -0.09
H 1.06 2.09 4.42 0.09
C 2.92 4.36 -1.59 -0.09
H -0.10 3.74 -0.17 0.09
C 2.56 -3.08 0.59 -0.08
C 3.50 0.13 -3.32 -0.08
C 1.16 0.15 -2.93 -0.15
H 2.23 4.21 0.45 0.12
N -1.27 -1.48 -0.76 -0.08
F 0.31 -3.54 3.17 0.09
C -2.40 -1.34 -1.66 -0.21
C -1.38 -5.04 0.38 -0.22
C 1.26 3.94 -3.28 -0.02
N 2.92 -5.17 -0.50 0.12
C -1.58 -3.94 -0.44 -0.14
H -2.07 5.70 -4.81 0.09
H 3.47 -0.50 2.54 0.10
H -4.28 1.74 0.63 0.08
C 4.90 1.80 0.53 -0.05
N -1.61 3.95 -3.79 -0.07
C -0.75 -4.96 1.61 0.06
H 0.98 3.82 -4.32 0.12
C 3.01 -4.42 0.59 -0.38
H 1.98 -0.10 -4.87 0.09
H 5.64 -0.28 3.68 0.10
H -5.57 0.72 -0.04 0.09
H 3.32 -4.56 2.60 0.09
H -3.15 3.79 -6.04 0.09
C 2.66 0.74 0.28 -0.21
H 4.69 2.40 -0.35 0.10
N 1.47 0.82 0.87 -0.11
C 2.40 -4.59 -1.58 -0.12
C -3.76 -0.67 1.49 -0.11
F -2.16 -4.17 -1.64 0.08
N 2.03 -2.53 -0.48 0.10
N -3.64 -0.18 0.14 -0.28
H -4.32 2.68 -5.32 0.09
C -3.67 3.52 -5.12 -0.01
N 1.33 0.34 -1.60 -0.01
C 2.60 0.47 -1.11 -0.23
C -4.49 0.96 -0.10 -0.10
```

Calculated values
Orbital gap (spin up / spin down): 5.435 / 7.248 eV
Calculated total energy: -3796.19806 Eh
Lowest unoccupied orbital energy (spin up / spin down): 0.1729 / 0.1069 eV
HOMO level (spin up / spin down): -0.193 / -0.262 Ha
2S+1: 3

***

Record 5
A cluster of 9 separate species, C14H32N4O28S5 in total. Source: the OMol25 dataset; level of theory: ωB97M-V/def2-TZVPD.

XYZ file:
```
83
Properties=species:S:1:pos:R:3:lowdin_charge:R:1
H 5.29 1.43 4.08 0.10
O 3.07 2.39 4.36 0.06
O 7.15 -1.68 -0.36 -0.25
O -0.21 -0.62 -1.74 0.05
O -4.66 2.79 0.31 -0.20
O -0.68 4.33 3.48 -0.19
H -3.09 1.51 0.40 0.10
O -2.92 -5.45 -3.20 -0.20
H -2.03 -2.28 -2.88 0.13
H 0.31 -4.53 -0.61 0.12
H 4.20 -0.84 0.27 0.11
C -2.10 -3.29 -3.30 -0.20
H 0.83 -1.22 0.35 0.06
C -1.00 -5.49 0.76 -0.17
S -6.30 2.72 0.08 0.75
O 2.37 1.04 2.83 0.04
O -6.90 3.67 -0.86 -0.23
H 1.33 5.46 1.81 0.13
C 0.47 -0.20 0.44 0.03
O -0.69 -6.59 -2.68 -0.24
H 3.69 4.07 -0.17 0.10
C 4.62 0.85 3.46 0.06
H -0.82 -5.78 1.79 0.13
S 6.20 -2.45 -1.18 0.72
O -2.22 -4.82 0.68 -0.20
O -1.97 -2.90 2.46 -0.22
H 2.18 3.20 -0.65 0.10
O -6.91 2.64 1.40 -0.25
H -2.24 -3.17 -4.38 0.13
H -2.31 3.30 -2.28 0.09
H -4.27 1.52 1.77 0.14
O -0.96 -4.08 -3.35 -0.20
C 1.43 4.58 2.44 -0.19
H -5.07 -0.31 0.61 0.13
O -1.70 3.46 1.31 -0.22
H -4.17 -3.85 -3.25 0.14
O 4.50 1.86 0.17 0.03
N 3.67 2.03 -0.74 -0.40
H 3.59 -3.65 0.56 0.13
C 3.21 3.43 -0.91 0.07
H 4.91 0.82 2.41 0.07
O 5.37 -3.54 -0.36 -0.19
O -3.13 5.61 -1.64 0.04
O -6.14 1.18 -0.50 -0.20
H 1.16 4.30 4.65 0.11
H -1.25 4.33 -3.40 0.10
H 0.73 5.79 4.15 0.13
H 4.82 -2.77 1.45 0.13
C 0.67 4.76 3.79 -0.14
H 2.89 -1.76 -0.56 0.13
H -0.96 -6.22 -0.05 0.13
O -0.73 1.78 2.90 -0.25
O -3.04 -2.39 0.21 -0.25
H -2.77 3.50 -3.94 0.10
C 0.02 -4.37 0.43 -0.15
H -3.45 -4.11 -1.71 0.11
H -0.06 -0.17 1.40 0.09
H 4.55 -0.20 3.76 0.10
C 3.95 -1.74 -0.28 -0.22
N 3.27 1.49 3.55 -0.39
C -2.25 4.00 -3.12 0.04
O -0.59 -3.07 0.43 -0.24
S -1.33 -5.70 -3.62 0.74
H -4.37 0.20 -0.92 0.12
N -3.17 5.10 -2.78 -0.43
N -0.39 0.12 -0.75 -0.36
O 6.68 -3.03 -2.41 -0.22
H 1.33 0.47 0.50 0.08
O 0.78 3.48 1.85 -0.24
O 4.78 -1.62 -1.41 -0.19
C -4.94 0.54 -0.06 -0.17
O -0.98 1.20 -0.69 0.05
H 2.50 4.55 2.64 0.12
O 3.16 1.12 -1.40 0.07
C 4.40 -2.93 0.46 -0.19
H 3.33 3.68 -1.96 0.11
O -4.06 5.41 -3.54 0.06
C -4.14 1.58 0.69 -0.24
H 0.92 -4.36 1.03 0.12
O -1.29 -5.97 -5.04 -0.23
S -2.10 -3.14 1.05 0.74
S -0.75 3.14 2.34 0.71
C -3.23 -4.13 -2.78 -0.18
```

Calculated values
Orbital gap: 9.659 eV
Calculated total energy: -4868.70200 Eh
Lowest unoccupied orbital energy: -0.8643 eV
HOMO level: -0.387 Ha
Structure (SMILES): C[N+](=O)[O-].C[N+](=O)[O-].C[N+](=O)[O-].C[N+](=O)[O-].O=S1(=O)OCCO1.O=S1(=O)OCCO1.O=S1(=O)OCCO1.O=S1(=O)OCCO1.O=S1(=O)OCCO1

***

Record 6
The ion C2H7N10 with charge +1. Source: the OMol25 dataset; level of theory: ωB97M-V/def2-TZVPD.

XYZ file:
```
19
Properties=species:S:1:pos:R:3:lowdin_charge:R:1
H -0.37 3.26 1.01 0.16
N -0.15 2.29 0.62 0.06
N -1.09 1.64 -0.07 0.02
C -0.04 -0.60 -0.14 -0.15
N 2.31 -1.20 0.12 0.09
H -2.94 0.55 -0.72 0.06
H -1.48 -3.29 0.37 0.12
N -2.26 -0.13 -0.79 0.15
N -1.44 -2.33 0.21 0.12
N 3.52 -0.64 0.01 0.03
H 2.01 -2.03 0.51 0.12
C 1.36 -0.20 -0.10 -0.24
H 0.83 2.33 0.20 0.10
H -1.86 2.11 -0.35 0.13
N 2.02 0.95 -0.30 0.05
N 3.35 0.58 -0.28 -0.01
N -0.30 -1.83 0.23 0.08
N -1.12 0.33 -0.31 -0.05
H -2.33 -1.79 -0.21 0.16
```

Calculated values
Orbital gap (spin up / spin down): 7.432 / 7.431 eV
Calculated total energy: -627.47971 Eh
Lowest unoccupied orbital energy (spin up / spin down): -5.9065 / -5.9067 eV
HOMO level (spin up / spin down): -0.490 / -0.490 Ha
Structure (SMILES): [H]/N=[N+](NN)/C(=N\N)c1nnn[nH]1
Charge: +1

***

Record 7
A structure of composition C31H23AgBrIN10O3. Source: the OMol25 dataset; level of theory: ωB97M-V/def2-TZVPD.

XYZ file:
```
70
Properties=species:S:1:pos:R:3:lowdin_charge:R:1
C -0.84 -14.91 18.73 -0.14
C 6.75 -11.75 20.85 -0.03
C -1.94 -12.58 19.69 -0.15
C 6.34 -11.92 19.53 -0.21
C 2.37 -10.42 13.00 -0.09
H 7.04 -13.96 19.48 0.12
N 4.50 -7.48 19.03 0.13
C -0.70 -12.67 18.98 -0.80
N 5.17 -13.92 18.62 -0.09
H 4.54 -13.52 16.58 0.13
C 0.34 -20.96 14.52 -0.68
H -2.28 -11.60 20.07 0.09
C 3.17 -9.05 14.99 0.04
C 3.60 -7.97 17.06 -0.28
C 4.79 -8.72 18.79 -0.25
C 5.95 -9.45 20.87 0.02
C 0.19 -19.96 15.49 -0.04
O 1.47 -16.58 15.72 -0.13
H 7.14 -12.63 21.36 0.12
H 5.34 -10.98 17.89 0.13
H 0.80 -6.12 13.92 0.11
H -1.09 -11.98 15.34 0.12
H 2.41 -14.91 19.94 0.13
C 5.51 -9.68 19.55 -0.16
C -2.09 -14.94 19.33 -0.04
H 1.85 -6.10 16.15 0.11
N 3.68 -6.99 17.93 0.13
H -3.64 -13.67 20.24 0.10
Br -0.62 -22.58 14.63 0.72
H -2.62 -15.89 19.31 0.11
H 3.38 -10.85 13.00 0.13
H 1.99 -10.32 11.99 0.13
Ag 1.37 -14.43 16.74 0.71
H 1.19 -21.43 12.60 0.09
H 7.03 -13.12 17.94 0.13
N 0.72 -12.96 14.97 0.01
C 1.65 -8.04 13.35 -0.02
H 6.93 -10.45 22.59 0.13
C 2.47 -9.12 13.79 -0.19
C 1.16 -20.74 13.41 -0.20
C 2.90 -7.96 15.82 -0.15
N 1.53 -11.39 13.68 -0.11
H 2.62 -13.20 13.98 0.13
N 4.49 -14.36 19.76 0.12
C 0.89 -17.58 16.22 -0.68
C -2.68 -13.73 19.76 -0.06
H 5.76 -8.51 21.39 0.12
O 4.26 -9.13 17.52 0.04
O 0.28 -17.70 17.29 -0.02
N -0.18 -13.78 18.48 -0.05
C 4.30 -13.91 17.57 -0.11
C 5.79 -10.84 18.89 0.01
C 2.01 -6.91 15.46 0.01
C -0.13 -11.94 14.80 -0.24
N 0.28 -10.91 14.06 0.15
C 1.76 -12.61 14.21 -0.12
H 2.46 -17.85 14.09 0.13
C 6.60 -10.52 21.51 -0.05
H -0.33 -15.83 18.38 0.09
H 3.83 -9.80 15.41 0.12
C 3.26 -14.59 19.28 -0.20
I 0.23 -10.85 18.65 0.87
N 1.88 -19.64 13.33 0.06
C 1.81 -18.74 14.25 -0.11
C 1.45 -6.94 14.18 -0.06
H -0.55 -20.12 16.30 0.12
C 6.50 -13.27 18.87 -0.06
H 1.07 -8.17 12.44 0.11
N 3.12 -14.37 17.98 -0.04
C 0.96 -18.81 15.36 -0.12
```

Calculated values
Orbital gap: 7.653 eV
Calculated total energy: -4987.05520 Eh
Lowest unoccupied orbital energy: -0.6130 eV
HOMO level: -0.304 Ha